# C25H57IN3O12S4

A structure of composition C25H57IN3O12S4 in a non-equilibrium geometry (ωB97M-V/def2-TZVPD, OMol25).

## Properties
- frontier orbital gap (eV) = 6.3
- total energy (hartree) = -3943.6186
- max |F| (eV/Å) = 11.242
- charge = +1

Cartesian coordinates (Å):
H: 2.23982 1.69153 -2.88347
C: 2.87382 1.18253 -2.07547
H: -3.65418 2.32953 -0.91447
H: -6.50418 -1.61947 -3.72847
H: 2.71382 1.41353 -0.92247
C: 3.42082 -2.64047 -1.13047
H: 1.30882 1.77653 6.53853
C: 0.57982 -1.60347 1.54653
H: -2.50318 1.73253 0.47953
H: 0.99582 -1.87847 -4.64847
H: -0.45718 3.53153 4.93053
C: -1.72418 -1.46247 0.66553
H: 0.12882 2.70053 7.14653
H: 4.48882 0.57853 3.84953
H: -0.70418 0.72153 7.27753
H: -3.50818 0.84553 -3.55947
C: -0.71418 1.09353 6.24453
H: 2.95682 -0.57747 -3.06447
H: 6.22082 -0.03147 2.18553
O: -5.60618 0.86553 -1.44047
H: -1.71318 1.47153 6.06853
O: -0.05218 -0.58947 -2.02447
H: -3.57518 -1.26847 -3.67047
O: 4.06182 -0.58347 -0.19947
S: 4.24482 -1.78247 4.16653
C: 0.28582 2.22653 6.27653
C: -4.47218 -0.77247 -4.12547
C: -2.79618 3.71353 0.56353
H: -3.20318 4.53253 -0.04347
O: 3.34282 -2.44347 3.26753
O: -1.03618 1.84053 3.10053
N: 0.05282 -1.92847 -4.33447
O: 0.40482 2.58453 0.58953
N: -0.31118 -1.89747 0.42853
H: -4.96618 2.58153 -3.76847
O: -1.67218 -1.71847 -6.02347
H: -2.81918 -1.13347 -1.18447
I: -0.04318 -5.17347 -0.80747
H: -0.11218 -1.26047 -0.27747
H: 2.61182 -2.90147 -0.45947
C: -5.61818 -1.03547 -3.20847
H: 0.10182 0.59053 -5.31847
H: 1.74982 -0.27747 -2.06847
H: 0.15782 -1.74447 2.40453
H: 7.85482 -1.89947 3.59853
O: 3.85982 -1.54447 5.54153
C: -1.55718 4.12953 1.04853
H: 4.49282 -0.24747 2.50453
H: 6.77982 0.18453 4.12053
C: -1.49618 2.73353 -1.11147
H: 0.41382 -0.52547 5.14053
H: -1.15618 0.82353 -4.32547
H: -2.15018 -2.62747 -1.00747
H: -3.70718 -2.39347 -0.04047
H: -5.77918 1.72053 -4.84447
H: -1.13718 1.86253 -1.53447
C: -5.27418 1.52953 -3.98347
H: -0.13918 -1.62147 -3.47547
C: 6.28082 -0.35847 3.25353
H: -1.11518 -0.24547 4.77853
C: 3.39982 -1.07547 -1.07747
H: -4.61018 -1.11347 -5.16247
H: -1.45118 0.59453 -6.12847
H: 6.73082 -2.34847 2.33253
H: -3.53018 3.54553 1.37953
H: 6.13982 -2.13047 5.29853
H: -5.18518 -1.64747 -2.19747
C: -2.65618 2.52153 -0.32447
O: 0.19282 4.62553 -0.86547
H: -0.28118 -2.90147 0.11653
H: -1.68018 3.52653 -1.95447
C: -0.31618 0.25753 5.08753
C: -0.24818 -3.39147 -4.17847
H: -1.52418 5.14653 1.04653
C: -2.69818 -1.85647 -0.35247
H: -0.30218 0.32953 -1.89247
H: 3.04282 -2.88747 -2.00947
H: -0.82018 -3.45647 -3.30647
H: 4.34282 -3.08147 -0.98047
C: -0.96418 -1.17147 -5.24347
H: 0.73782 -3.91047 -3.91947
O: -7.62218 0.67953 -2.83047
S: 0.15682 1.54653 3.94553
H: -1.32018 3.99753 2.10253
N: 2.68682 -0.25447 -2.23247
S: -0.36618 3.55653 -0.05947
C: -4.15918 0.75553 -4.17647
H: 5.72582 -3.65047 4.18453
O: -2.08518 -0.71347 1.52253
H: -0.73518 -3.86747 -5.12447
C: 5.72782 -2.60947 4.19653
C: 0.34382 2.85153 5.09953
C: 4.82282 -0.31947 3.35253
S: -6.21418 0.58653 -2.73247
H: 1.21682 3.44353 4.82053
H: 3.94282 1.53853 -2.35047
H: -3.60118 0.96453 -5.12747
H: 1.00482 -0.66347 1.36953
O: 1.46982 1.24353 3.33753
C: 6.77182 -1.86947 3.23953
C: -0.93918 0.37353 -5.20847
H: 1.50682 -2.36547 1.49153

Cartesian forces, eV/Å:
0.364 -0.527 1.822
1.969 2.982 0.355
2.005 0.053 1.182
1.803 1.149 1.323
-0.157 -0.009 -2.753
-2.224 3.947 1.595
-1.106 0.069 -0.541
5.223 -2.460 -4.794
-0.115 -0.018 -1.483
0.736 0.857 -0.226
-1.104 0.416 -0.266
-2.325 1.238 0.521
-0.824 2.806 2.719
-0.327 0.074 0.598
-0.121 -0.830 -0.606
7.694 1.739 8.009
0.322 0.323 1.923
1.203 -1.823 -4.146
2.414 0.806 0.976
0.119 0.131 -0.706
-0.317 0.226 -0.075
0.779 0.060 0.065
-0.566 0.239 -0.857
-1.988 1.054 -2.094
-1.398 0.521 0.673
2.644 -5.340 5.545
1.738 -0.242 -0.841
-5.627 0.224 -0.789
-0.259 -0.041 0.032
-0.864 -0.397 -0.547
2.117 -0.464 1.258
-1.692 -3.130 -5.647
2.617 -2.014 1.118
-1.947 -1.021 2.951
-0.614 -0.732 1.116
0.895 -0.897 1.030
-0.341 0.435 1.136
0.104 0.637 -0.014
1.042 1.236 -3.341
0.190 -0.604 0.632
-1.078 -2.839 1.344
0.974 0.479 -0.449
-5.452 -1.631 0.274
-2.591 -0.481 5.093
-1.628 -0.282 -0.243
-0.329 0.186 -0.607
3.076 0.900 2.855
-4.317 -0.017 -9.040
-0.301 -0.281 -1.805
0.160 3.155 -3.149
1.180 0.190 0.663
-1.447 1.153 2.526
-0.913 0.322 0.965
2.249 1.650 -0.188
-2.271 -0.269 -2.492
1.213 -1.585 -0.848
-2.251 3.460 2.343
-0.018 3.198 5.556
1.655 -1.111 -0.741
-3.534 -1.675 -2.125
3.191 -2.089 1.899
-0.124 -0.286 0.542
-0.422 0.784 0.155
-0.056 -0.665 -2.533
0.353 -0.023 -0.564
-1.129 -2.042 -2.643
-1.815 1.911 -2.722
-4.438 -2.349 2.187
0.432 -0.312 0.762
0.073 -0.152 -0.395
0.195 -1.490 1.303
2.068 0.875 0.694
1.500 -1.884 -2.335
0.378 3.160 -0.566
-0.466 -3.802 -3.390
-0.154 -0.074 -0.031
-1.544 -1.661 -4.227
-1.212 -0.526 1.107
1.834 -0.439 0.812
-0.595 1.558 -0.799
-1.451 0.611 -0.505
-1.136 0.235 -0.615
-0.447 -0.813 -4.014
0.219 -1.321 -0.165
3.794 1.611 5.424
-0.178 1.643 -2.118
-1.659 -4.841 -8.792
-0.293 -1.614 0.030
1.716 -0.484 0.697
0.900 1.095 1.814
5.093 3.805 3.176
0.609 4.227 -5.877
1.545 0.031 9.538
0.930 0.436 1.949
0.326 -0.407 0.158
-1.613 -0.971 0.684
-0.818 -0.085 0.441
0.333 1.620 0.400
-1.744 0.252 0.618
-0.260 1.073 3.055
1.780 -3.327 -2.098
-2.156 1.532 0.160

# C17H18N4O2S

A cluster of 3 separate species, C17H18N4O2S in total in a non-equilibrium geometry (ωB97M-V/def2-TZVPD, OMol25).

## Properties
- SMILES = O=C1NC(=O)c2cc(N=C=S)ccc21.CCCC#N.CCCC#N
- frontier orbital gap (eV) = 9.3
- total energy (hartree) = -1426.2858
- max |F| (eV/Å) = 3.860
- charge = 0

Cartesian coordinates (Å):
C: -4.33548 -2.93377 -0.06592
H: 2.21780 -2.78522 -4.61483
C: -2.52839 -0.57170 0.94535
H: 2.78262 -2.98143 -2.96393
C: -0.24552 4.82580 2.45105
H: -1.18053 0.50728 2.29955
H: 4.45194 -1.77491 -4.34806
H: 0.04044 2.89463 1.50083
C: -0.29190 -1.14228 1.33742
O: 1.15972 -4.06771 -0.11848
S: -4.92198 -4.17637 0.67628
N: -3.85594 -1.95285 -0.61418
H: 0.56025 2.95391 3.18749
C: -1.50456 2.75402 2.90963
H: 0.79827 -0.84683 -3.92282
C: 0.99052 -3.02149 0.44671
C: 1.42173 -0.86555 -1.92454
H: -1.25780 6.45793 1.45896
H: -2.29366 5.06999 1.75639
N: 1.85053 -2.23879 1.24022
C: 1.12884 -1.17991 1.87982
C: 1.16672 -1.56684 -3.19041
N: -2.52425 2.33421 3.24094
C: -0.20304 3.29438 2.48715
C: 2.44550 -2.24365 -3.69514
H: 2.70766 -1.94406 0.79022
C: -1.28276 5.36804 1.47380
H: 0.74087 5.19873 2.16953
H: -1.63833 -3.32090 -0.86194
C: -1.52847 -2.48898 -0.17010
H: -0.46075 5.21073 3.44992
H: -3.39955 0.04671 1.13448
N: 1.62137 -0.32765 -0.92621
H: 3.27462 -0.50689 -4.70140
H: 0.38574 -2.31062 -3.02520
C: -2.59853 -1.63361 0.08242
H: -1.09057 5.01112 0.45977
C: 3.57455 -1.25441 -3.96395
C: -0.34509 -2.27034 0.46674
O: 1.61531 -0.47390 2.72050
C: -1.32567 -0.31205 1.59542
H: 3.87776 -0.73480 -3.05345

Cartesian forces, eV/Å:
-0.477 -0.018 -0.204
-0.118 -0.013 0.054
-0.275 0.594 0.250
-0.127 -0.030 0.005
-0.129 0.237 -0.142
-0.341 -0.352 -0.265
-0.018 0.019 -0.024
-0.028 -0.070 0.019
2.721 -2.678 -0.569
0.809 0.353 0.007
-0.021 0.194 -0.270
0.421 -0.397 1.102
-0.035 -0.131 -0.029
-0.101 -0.074 0.097
-0.015 0.046 0.051
-1.884 1.028 0.013
-0.176 0.204 0.112
0.014 -0.013 -0.033
0.023 -0.055 -0.012
-0.490 -0.291 -0.295
-0.356 0.686 0.049
0.224 -0.103 0.124
0.312 0.217 -0.123
-0.174 0.205 0.169
0.308 0.030 -0.085
0.319 -0.293 0.472
0.007 0.037 0.017
0.042 -0.107 0.054
-0.131 0.087 0.102
0.132 -0.852 -0.618
0.066 -0.077 0.028
0.079 -0.060 -0.094
0.090 -0.074 -0.550
0.024 0.009 0.016
-0.048 0.067 0.079
-0.373 -0.223 -0.974
-0.021 0.007 0.005
0.004 -0.028 -0.009
-0.113 1.327 1.295
-0.027 0.001 -0.319
-0.064 0.566 0.502
-0.051 0.026 -0.007

# C17H30N

The ion C17H30N with charge +1 (ωB97M-V/def2-TZVPD, OMol25).

## Properties
- SMILES = CCCCCCCC[N+](C)(C)Cc1ccccc1
- frontier orbital gap (eV) = 10.4
- total energy (hartree) = -720.2920
- max |F| (eV/Å) = 0.969
- charge = +1

Cartesian coordinates (Å):
H: 4.20176 -0.97095 0.08262
H: 1.19703 -2.69630 1.38880
H: -0.00987 4.65097 -0.43961
H: 5.68257 1.01136 -0.53080
H: -2.64635 0.03170 1.92089
H: 1.22202 -3.38178 -1.22587
H: -3.91637 0.49055 0.77331
H: -3.14325 -2.95677 0.00308
C: 1.76686 -2.29161 0.54910
H: 0.77806 3.15369 1.35886
H: 2.77129 1.72416 0.06678
N: -2.53899 -0.93233 0.04900
C: 0.94819 -2.44497 -0.74016
H: -0.81193 -3.31439 0.12999
H: 1.19608 -1.63931 -1.43182
C: -3.00711 -0.72053 -1.33082
C: -0.13653 2.93385 0.83082
C: 3.66067 1.10578 0.22033
C: -3.25541 -2.07856 0.63462
H: -1.03308 -2.66433 -1.49983
H: -2.81029 -1.60117 -1.93744
C: -0.57197 -2.47880 -0.52892
C: 2.20154 -0.85662 0.86375
C: 4.78233 1.60123 -0.68337
H: -0.74116 -1.11555 1.10900
C: 3.31214 -0.35501 -0.05761
C: -0.58150 3.77572 -0.17499
C: -1.77373 3.50281 -0.82442
C: -2.84843 0.28748 0.87860
C: -2.05530 1.51263 0.50287
H: 2.67096 -2.89526 0.46424
C: -2.50969 2.38036 -0.48559
H: 1.35617 -0.16897 0.79674
H: 5.01467 2.64111 -0.46899
H: -4.31610 -1.84965 0.72473
H: 2.56707 -0.82491 1.89223
H: -3.45333 2.19719 -0.97887
H: -0.60408 -0.33498 -0.47383
H: -2.13805 4.16856 -1.59084
H: -4.07919 -0.53197 -1.33561
H: -0.52564 1.17663 1.97349
H: 4.49524 1.52233 -1.72971
H: -2.86092 -2.30294 1.62402
H: 3.96273 1.21187 1.26436
H: -2.49317 0.13251 -1.76959
C: -1.06343 -1.16364 0.06830
H: 3.00798 -0.45261 -1.10194
C: -0.87049 1.81142 1.17010

Cartesian forces, eV/Å:
0.056 -0.088 -0.050
-0.005 -0.119 0.065
0.056 0.100 -0.025
0.132 -0.037 -0.024
-0.028 -0.159 -0.125
-0.029 0.044 -0.092
0.044 -0.194 -0.026
0.068 0.091 -0.042
-0.014 0.198 -0.057
0.096 0.027 0.054
-0.051 0.013 0.077
-0.002 0.019 0.099
-0.049 -0.121 0.212
-0.082 -0.039 -0.015
0.021 0.016 -0.134
-0.195 0.097 -0.863
0.045 -0.017 0.029
0.163 -0.191 -0.252
-0.400 -0.668 0.314
-0.097 -0.048 -0.001
0.033 -0.021 0.135
0.011 0.121 -0.084
0.225 -0.272 -0.140
-0.174 0.052 0.182
-0.107 0.156 0.014
-0.260 0.292 0.300
-0.016 -0.017 -0.004
-0.016 0.024 -0.071
-0.038 0.814 0.361
-0.036 -0.033 0.016
0.001 -0.076 0.072
0.018 -0.020 0.086
-0.104 0.099 0.061
0.096 0.097 -0.052
0.050 0.132 -0.061
-0.053 0.093 0.063
-0.116 -0.032 -0.057
-0.147 0.011 0.124
-0.036 0.076 -0.072
0.009 -0.008 0.139
0.043 -0.098 0.089
0.019 0.008 -0.128
0.087 0.105 -0.023
-0.071 0.034 0.075
0.024 -0.053 0.115
0.877 -0.374 -0.177
0.046 -0.044 -0.099
-0.097 0.009 -0.008